Record 1
Entry from the OMol25 dataset: the ion C3H3OS with charge +1 (ωB97M-V with the def2-TZVPD basis set).

```
8
Properties=species:S:1:pos:R:3:forces:R:3:mulliken_charge:R:1
C -0.5439 0.0120 -0.5303 3.9 0.1 -0.2 -0.321
C 1.0132 -0.0098 -0.7025 -4.3 0.3 -1.5 0.018
C -0.8095 0.0046 0.8024 1.8 -0.3 -2.1 0.087
O 0.2763 -0.1144 1.5646 0.3 0.0 1.0 -0.252
S 1.7292 -0.1729 0.7595 -1.6 0.3 -0.1 0.333
H -1.3023 0.0296 -1.3081 0.5 0.2 -0.1 0.361
H 1.4392 0.1521 -1.7374 0.0 -0.5 1.6 0.365
H -1.8024 0.0987 1.1518 -0.5 -0.1 1.4 0.410
```
Forces are in eV/Å.

Summary:
* LUMO energy: -6.2 eV
* electronic energy: -16032.9810 eV
* total charge: +1
* ΔE to the lowest compared entry with this formula, charge and spin: 45.7 kJ/mol


Record 2
Entry from the OMol25 dataset: a structure of composition C10H30BNPtSe4Si4 (ωB97M-V with the def2-TZVPD basis set).

```
51
Properties=species:S:1:pos:R:3:forces:R:3:mulliken_spin:R:1
Pt 0.3670 -1.2252 -0.5518 0.7 -0.1 -0.9 0.487
Se -0.6840 -0.2150 -2.4310 0.0 -0.1 0.0 1.870
Se -2.6856 2.0140 -1.1115 0.0 -0.1 -0.1 0.775
Se -2.2922 1.7634 1.0498 0.0 0.2 -0.1 0.331
Se -0.3963 0.4349 1.3720 -0.2 -0.2 0.3 0.034
C -0.8269 -4.4351 3.2490 0.0 0.0 0.0 0.008
Si -0.4381 -2.6145 2.9567 0.0 -0.3 -0.1 -0.009
C -1.2682 -1.6154 4.3181 0.0 -0.1 0.0 0.018
C 1.4230 -2.3781 2.9328 -0.1 0.1 0.1 -0.002
Si -1.2859 -1.8424 0.8645 -0.4 0.3 0.8 0.350
Si 0.6108 -3.4406 -1.4364 0.0 -0.2 -0.1 0.072
C 0.3848 -3.4069 -3.3036 0.1 0.1 0.1 0.021
C -0.6507 -4.6766 -0.7680 0.0 0.0 0.0 0.033
C 2.3335 -4.0367 -0.9961 -0.1 0.0 0.0 0.005
Si -3.6229 -2.1232 0.4494 0.2 -0.1 0.1 -0.001
C -4.6918 -1.0593 1.5695 0.0 -0.1 0.0 0.013
C -3.9714 -1.8363 -1.3710 0.0 0.0 0.1 0.011
C -3.9666 -3.9216 0.8847 -0.1 0.0 0.0 0.003
H -0.3892 -4.7411 4.2056 0.0 0.0 0.0 0.001
H -0.4034 -5.0858 2.4803 0.0 0.0 0.0 -0.002
H -1.9014 -4.6280 3.3046 0.1 0.0 0.0 0.000
H -0.9516 -2.0002 5.2931 0.0 0.0 -0.1 0.004
H -2.3583 -1.6924 4.2680 0.1 0.0 0.0 -0.002
H -0.9961 -0.5612 4.2643 0.0 0.0 0.0 -0.002
H 1.8575 -2.8019 3.8432 0.0 0.0 0.0 0.001
H 1.7213 -1.3275 2.8855 0.0 0.0 0.0 -0.004
H 1.8778 -2.8855 2.0785 0.0 0.0 0.0 -0.010
H -0.6301 -3.1088 -3.5811 0.0 0.0 0.0 -0.005
H 0.5648 -4.4066 -3.7123 0.0 0.0 0.0 0.000
H 1.0868 -2.7171 -3.7795 0.0 0.0 0.0 -0.002
H -1.6568 -4.4270 -1.1206 0.1 0.0 0.0 -0.004
H -0.6665 -4.7125 0.3263 0.0 0.0 -0.1 -0.031
H -0.4284 -5.6909 -1.1183 0.0 0.1 0.0 0.004
H 3.1004 -3.3699 -1.3943 0.0 0.0 0.0 0.000
H 2.4882 -5.0378 -1.4139 0.0 0.1 0.0 0.004
H 2.4817 -4.0999 0.0851 0.0 0.0 -0.1 0.002
H -4.4118 -0.0086 1.5674 0.0 0.0 0.0 -0.003
H -4.6500 -1.4238 2.5993 0.0 0.0 0.0 0.000
H -5.7320 -1.1269 1.2342 0.0 0.0 0.0 0.003
H -3.6898 -0.8320 -1.6933 0.0 0.0 0.0 -0.004
H -5.0402 -1.9644 -1.5702 0.0 0.0 0.0 -0.003
H -3.4268 -2.5569 -1.9881 0.0 0.0 0.0 0.003
H -3.6447 -4.1675 1.8997 0.0 0.0 -0.1 0.000
H -3.4868 -4.6217 0.1988 0.0 0.0 0.0 0.000
H -5.0476 -4.0910 0.8308 0.1 0.0 0.0 0.000
B 4.9964 -0.3436 0.0101 -0.1 0.0 0.0 -0.001
C 3.5044 -0.5689 -0.4283 0.0 -0.1 -0.1 0.006
N 2.4127 -0.7690 -0.7588 -0.2 0.1 0.1 0.022
H 5.6826 -0.6581 -0.9347 0.0 0.0 0.0 0.000
H 5.1698 -1.0717 0.9628 0.0 0.0 0.0 0.004
H 5.1044 0.8248 0.3024 0.0 0.0 0.0 0.001
```
Forces are in eV/Å.

Summary:
* LUMO energy (spin up / spin down): -0.9 / -2.9 eV
* electronic energy: -309167.4685 eV
* multiplicity: 5
* ΔE to the lowest compared entry with this formula, charge and spin: 11.7 kJ/mol


Record 3
Entry from the OMol25 dataset: a cluster of 2 separate species, H5NO in total (ωB97M-V with the def2-TZVPD basis set).

```
7
Properties=species:S:1:pos:R:3:forces:R:3:mulliken_charge:R:1
N 0.0000 0.0000 0.0000 0.5 0.3 -0.3 -0.716
H 0.4648 -0.7260 0.5545 0.1 0.9 -0.9 0.284
H 0.6023 0.1897 -0.8074 -0.4 0.0 0.4 0.239
H -0.8654 -0.4114 -0.3640 0.5 0.6 -0.3 0.272
O -0.5295 -2.3580 1.0428 0.0 0.3 0.5 -0.692
H -0.9199 -1.6128 0.5322 0.3 -1.5 1.1 0.295
H 0.0579 -1.9253 1.7031 -0.9 -0.6 -0.5 0.317
```
Forces are in eV/Å.

Summary:
* LUMO energy: 0.9 eV
* electronic energy: -3618.0292 eV
* structure (SMILES): N.O
* ΔE to the lowest compared entry with this formula, charge and spin: 86.0 kJ/mol